111
Properties=species:S:1:pos:R:3:forces:R:3:lowdin_spin:R:1 method="wB97M-V/def2-TZVPD" homo_energy_ev="-8.461 / -9.322" homo_lumo_gap_ev="8.9266 / 9.5507" multiplicity=2 s2=0.754 total_energy_ha=-2233.188074
C -0.3205 -0.4361 6.4150 0.95 0.48 -0.19 0.000
C 0.2050 -1.8095 5.7147 -1.21 0.52 0.47 0.000
C -0.3575 -1.8082 4.1954 -0.09 -1.46 -0.36 0.000
C 0.7720 -1.6772 3.0503 0.60 0.03 -0.07 0.000
C 1.5690 -0.2609 3.0367 0.11 -0.46 1.34 0.000
C 0.6286 1.0443 3.2099 0.75 0.66 -0.30 0.000
C 0.9937 2.2559 2.1565 -0.74 -0.11 -0.20 0.000
C 2.5790 2.5438 2.0368 0.36 -0.85 0.63 0.000
C 3.3888 2.5528 3.4356 1.01 -0.69 -0.86 0.000
N 2.8282 3.4672 4.4918 1.83 -0.73 1.12 0.000
C 3.4730 4.8262 4.4920 -0.07 1.89 0.99 0.000
C 2.4540 6.0571 4.2012 0.58 0.54 0.25 0.000
C 3.2658 2.8430 5.8016 3.59 -1.05 1.53 0.000
C 2.1197 2.5273 6.8873 -0.12 0.11 -0.61 0.000
O 4.5015 2.5497 6.0480 -5.97 1.37 -1.22 0.000
C 0.4712 1.7963 0.6926 -0.12 -0.21 0.16 0.015
C -1.0174 2.2897 0.3040 -0.97 -1.57 -1.70 0.025
C -2.2166 1.5665 1.1140 -0.27 -0.10 -0.51 0.007
C -1.2310 1.8674 -1.2718 0.08 -1.65 0.86 -0.001
N -1.2345 3.7766 0.3673 2.47 -0.31 -1.42 0.348
O -1.2176 4.3577 -0.8182 -0.58 -0.33 2.07 0.547
C -0.3455 4.4570 1.3672 -0.29 2.43 1.41 0.026
C -1.2536 5.6673 2.0203 1.03 -0.42 0.61 0.010
C 0.8739 5.1960 0.5993 0.79 0.38 0.06 0.014
C 0.0994 3.5253 2.6116 -0.67 -0.42 -0.64 0.002
H 0.4429 0.3918 6.1165 -1.47 -1.32 0.76 0.000
H -0.3934 -0.5079 7.5658 0.26 0.13 -1.86 0.000
H -1.3429 -0.0714 6.0101 1.63 -0.91 0.64 0.000
H -0.2837 -2.6778 6.3263 1.02 1.37 -1.32 0.000
H 1.3646 -1.9256 5.7810 -2.15 0.32 -0.17 0.000
H -0.8612 -2.8523 4.0368 0.87 1.87 0.10 0.000
H -1.2199 -1.0403 4.0807 1.63 -1.19 0.13 0.000
H 0.3620 -1.9023 1.9823 0.36 0.48 1.94 0.000
H 1.5793 -2.5023 3.2380 -1.48 1.38 -0.28 0.000
H 2.2563 -0.2423 2.1116 -1.19 0.16 1.38 0.000
H 2.2715 -0.2861 3.9719 -1.09 -0.01 -1.73 0.000
H -0.4670 0.7192 3.0820 1.62 0.79 0.04 0.000
H 0.7258 1.5406 4.2642 -0.11 -1.19 -1.76 0.000
H 3.0266 1.6663 1.4061 -0.66 1.59 1.12 0.000
H 2.8590 3.5074 1.4750 -0.85 -1.41 0.79 0.000
H 3.4910 1.5035 3.9306 -0.44 1.73 -1.27 0.000
H 4.4873 2.8623 3.1730 -1.82 -0.56 0.55 0.000
H 4.3728 4.9387 3.7835 -1.33 -0.55 0.97 0.000
H 3.8910 5.0098 5.5685 -0.66 -0.25 -2.01 0.000
H 1.3763 5.8628 4.5705 1.79 0.13 -0.76 0.000
H 2.8392 6.9694 4.8197 -0.65 -1.55 -1.18 0.000
H 2.4857 6.3784 3.0847 -0.34 -0.67 1.97 0.000
H 2.2822 3.0652 7.8947 0.06 -0.82 -1.73 0.000
H 2.1372 1.3904 7.0780 0.01 1.83 -0.26 0.000
H 1.0878 2.8401 6.4713 1.74 -0.58 0.64 0.000
H 0.4440 0.6314 0.6808 0.04 1.95 -0.13 0.002
H 1.2078 2.1180 -0.1450 -1.26 -0.38 1.41 0.000
H -3.1546 1.6160 0.4172 1.69 -0.23 1.30 0.000
H -2.5337 2.1100 2.0865 0.82 -1.03 -1.51 0.001
H -1.9337 0.4477 1.2988 -0.68 2.05 -0.20 0.000
H -1.2092 0.6966 -1.2619 -0.01 1.98 -0.05 0.000
H -2.2737 2.1532 -1.6688 1.89 -0.12 0.61 -0.001
H -0.3557 2.1898 -1.9425 -1.58 -0.21 1.04 0.001
H -1.7858 5.2554 2.9719 0.61 0.79 -1.84 0.000
H -1.9801 6.1253 1.2533 1.20 -0.81 1.25 0.000
H -0.4899 6.4592 2.3905 -1.44 -1.12 -0.61 0.000
H 0.5303 6.2602 0.2667 0.55 -2.14 0.30 0.000
H 1.7909 5.3826 1.2966 -1.83 -0.44 -0.94 0.000
H 1.2972 4.5965 -0.3023 -1.00 1.05 1.49 0.002
H 0.5675 4.1878 3.4251 -0.47 -1.12 -1.42 0.000
H -0.8760 3.0832 3.0824 1.67 0.86 -0.85 0.000
C -5.7179 -4.5694 -0.2041 -0.20 0.05 0.21 0.000
C -4.2073 -4.4255 -0.1288 -0.40 -0.47 -0.45 0.000
O -3.8241 -3.5006 0.8942 0.27 0.00 0.65 0.000
C -3.9279 -3.9507 2.1589 -0.25 -0.06 -0.10 0.000
O -4.3064 -5.0495 2.4973 0.36 0.70 -0.20 0.000
O -3.5637 -2.9539 2.9894 -0.04 -0.37 -0.46 0.000
C -3.7344 -3.2645 4.3712 -0.01 -0.02 0.50 0.000
H -6.1900 -3.5913 -0.3375 0.12 -0.08 -0.13 0.000
H -6.0037 -5.2164 -1.0381 0.08 0.09 0.06 0.000
H -6.1265 -4.9959 0.7146 0.14 -0.06 -0.10 0.000
H -3.8388 -4.0209 -1.0752 0.11 0.19 0.31 0.000
H -3.7174 -5.3926 0.0224 -0.09 0.15 0.19 0.000
H -3.2136 -4.1876 4.6379 -0.19 0.05 -0.11 0.000
H -4.7985 -3.3401 4.6071 0.12 -0.16 -0.03 0.000
H -3.3070 -2.4474 4.9556 0.00 0.02 -0.33 0.000
C 1.2104 -1.6189 -6.3878 0.80 2.52 3.01 0.000
C 2.0032 -0.6923 -5.4765 0.12 -0.08 -0.34 0.000
O 1.3192 -0.4705 -4.2386 0.03 -0.20 0.65 0.000
C 1.3482 -1.4932 -3.3635 -0.12 -0.09 -0.13 0.000
O 1.8947 -2.5608 -3.5306 -0.29 0.71 0.12 0.000
O 0.6365 -1.1354 -2.2772 0.40 -0.03 -0.52 0.000
C 0.4936 -2.1775 -1.3136 -0.06 -0.27 0.40 0.000
H 0.2001 -1.2288 -6.5406 0.19 0.07 -0.17 0.000
H 1.7091 -1.7070 -7.3510 1.50 2.52 1.17 0.000
H 1.1056 -2.6146 -5.9529 0.31 0.28 0.30 0.000
H 2.1063 0.2826 -5.9602 -0.14 -0.01 0.32 0.000
H 3.0136 -1.0727 -5.2963 -0.21 -0.08 0.11 0.000
H 1.4658 -2.5769 -1.0138 -0.13 -0.02 -0.18 0.000
H -0.1421 -2.9704 -1.7146 0.19 -0.01 0.03 0.000
H 0.0074 -1.7556 -0.4318 0.02 0.19 -0.26 0.000
C -1.3666 -4.6741 -12.6686 -0.20 0.04 0.21 0.000
C 0.1455 -4.5391 -12.6052 -0.38 -0.42 -0.40 0.000
O 0.5418 -3.6118 -11.5901 0.23 -0.05 0.54 0.000
C 0.4446 -4.0553 -10.3216 -0.20 0.06 -0.02 0.000
O 0.0616 -5.1503 -9.9758 0.34 0.67 -0.28 0.000
O 0.8211 -3.0566 -9.4982 -0.17 -0.65 -0.66 0.000
C 0.6594 -3.3568 -8.1095 -0.21 -0.62 -0.24 0.000
H -1.8336 -3.6937 -12.8034 0.12 -0.08 -0.13 0.000
H -1.6625 -5.3235 -13.4972 0.08 0.09 0.05 0.000
H -1.7708 -5.0935 -11.7447 0.15 -0.06 -0.10 0.000
H 0.5094 -4.1416 -13.5564 0.12 0.19 0.30 0.000
H 0.6306 -5.5085 -12.4528 -0.09 0.15 0.18 0.000
H 1.1768 -4.2830 -7.8409 -0.20 -0.06 -0.15 0.000
H -0.4047 -3.4248 -7.8654 0.04 -0.25 -0.07 0.000
H 1.1091 -2.5145 -7.5173 -2.22 -4.50 -3.71 0.000

=====

100
Properties=species:S:1:pos:R:3:forces:R:3:mulliken_charge:R:1 method="wB97M-V/def2-TZVPD" homo_energy_ev=-9.429 relative_energy_kcal_mol=431.28 homo_lumo_gap_ev=6.9335 multiplicity=1 smiles="CCOCCC1=C([C@H](Br)CC)C(=O)C(S(C)(=O)=O)=C(CNC)C1=O.CCOP(=O)(OCC)OCC.CCOP(=O)(OCC)OCC" total_energy_ha=-5786.462075
C 2.7548 5.2358 0.6338 0.90 0.39 -0.95 -0.866
C 1.9843 4.0822 -0.2396 -0.16 1.32 -0.71 -0.318
O 1.0456 3.2441 0.5444 3.13 -0.82 -0.29 0.021
C 1.9012 2.2495 1.2116 1.30 -0.97 1.15 -0.593
C 1.0575 1.0809 1.9979 0.17 0.15 0.78 0.399
C 1.6092 -0.4334 1.6863 -0.65 -2.69 -1.26 0.528
C 0.8140 -1.5795 1.1689 2.02 2.64 0.88 0.270
C -0.8088 -1.3711 0.8304 -0.09 -1.71 1.23 -0.640
Br -1.1080 -0.0213 -0.6638 0.40 -1.01 1.19 -0.074
C -1.6858 -0.9914 2.1968 -0.44 -0.85 0.40 -0.194
C -0.9776 -1.6098 3.5757 -0.16 -0.01 -0.33 -0.699
C 1.5248 -3.0780 0.9533 -4.12 -3.66 -1.34 0.022
O 0.6567 -4.0712 0.6573 5.78 6.13 1.96 -0.626
C 3.1783 -3.3092 1.0531 -0.33 5.07 1.35 0.394
S 3.9033 -4.9510 0.5239 0.14 -6.90 3.04 1.084
C 3.9485 -5.0358 -1.3849 -1.00 -0.03 -0.49 -0.520
O 5.2538 -5.3232 1.1802 -3.62 2.79 -2.63 -0.588
O 2.9007 -6.0996 0.9346 2.66 4.81 -1.85 -0.612
C 3.9499 -2.1174 1.5430 -0.90 -2.75 -1.82 -0.279
C 5.5861 -2.1632 1.6548 -0.43 0.90 -0.09 -0.760
N 5.9086 -2.7017 3.0471 -1.07 1.79 0.09 -0.255
C 6.6684 -1.7002 3.8869 0.44 0.43 1.91 -0.668
C 3.2115 -0.7127 1.9866 1.76 3.23 2.65 0.198
O 3.9393 0.2052 2.6423 -4.22 -5.45 -4.03 -0.639
H 2.9449 4.9671 1.7571 -0.68 0.56 -2.18 0.267
H 2.2258 6.2882 0.4762 1.00 -2.37 0.74 0.245
H 3.8355 5.3631 0.1439 -2.28 -0.25 1.09 0.283
H 2.7923 3.4544 -0.8299 -1.78 0.91 1.34 0.305
H 1.3274 4.6445 -1.0435 1.26 -1.28 1.64 0.289
H 2.5989 2.7676 2.0295 -1.52 -0.96 -1.83 0.130
H 2.6595 1.7029 0.4708 -1.77 1.32 1.18 0.294
H -0.0796 1.2506 1.7800 2.25 -0.76 0.21 -0.561
H 1.2062 1.2490 3.1707 -0.28 -0.44 -2.56 0.339
H -1.3098 -2.3727 0.4232 1.68 2.21 0.79 0.390
H -2.7302 -1.5490 2.1155 2.19 1.32 -0.16 0.380
H -1.9123 0.1591 2.2895 0.62 -2.34 -0.18 0.040
H -0.4852 -2.6779 3.3820 -0.99 2.41 0.23 0.190
H -1.8018 -1.8019 4.4170 1.86 0.77 -1.86 0.339
H -0.1541 -0.8383 3.9121 -1.66 -1.78 -0.36 0.139
H 4.1795 -6.1642 -1.6543 -0.18 2.44 0.94 0.373
H 2.8151 -4.8629 -1.7170 2.62 -0.14 0.86 -0.118
H 4.6940 -4.2675 -1.8571 -1.46 -1.53 1.03 0.336
H 6.0983 -2.8016 0.8147 -1.36 0.98 1.67 0.358
H 6.0005 -1.0499 1.5362 -1.10 -2.35 0.31 0.300
H 4.9808 -2.8368 3.5426 1.61 0.03 -0.88 0.307
H 6.3031 -1.8397 5.0149 0.85 0.27 -2.42 0.275
H 6.4491 -0.5716 3.6293 0.46 -2.20 0.29 0.212
H 7.8439 -1.9012 3.9255 -2.61 0.41 -0.45 0.236
O -1.6091 -2.4609 -3.8260 1.45 4.20 -1.67 -0.670
P -0.7603 -2.6530 -5.1065 -0.98 -9.53 0.85 1.095
O -1.9172 -3.5631 -5.8589 -0.39 0.79 -0.19 -0.249
C -3.0226 -2.8897 -6.4312 -0.46 0.00 -0.34 -0.362
C -2.6229 -2.1336 -7.6851 0.07 0.05 -0.11 -0.949
O 0.1403 -3.8794 -4.4240 0.79 1.23 -0.31 -0.452
C 0.4991 -3.7941 -3.0492 -0.46 -0.27 0.52 0.124
C -0.4238 -4.6692 -2.2159 -0.01 -0.22 0.16 -0.988
O 0.1882 -2.8677 -6.5374 -0.52 3.76 0.88 -0.463
C 0.7838 -4.0997 -6.9368 0.69 -0.80 -0.15 -0.171
C -0.1867 -5.2256 -7.2537 -0.37 -0.06 0.41 -0.893
H -3.4771 -2.2160 -5.6969 -0.01 -0.07 0.00 0.268
H -3.7670 -3.6498 -6.6883 0.15 -0.01 0.15 0.310
H -1.9312 -1.3209 -7.4453 -0.03 0.05 -0.05 0.299
H -3.5001 -1.7038 -8.1746 0.05 -0.01 0.05 0.398
H -2.1074 -2.7945 -8.3890 -0.13 0.10 0.10 0.178
H 0.4865 -2.7551 -2.7058 -0.12 -0.13 0.00 0.231
H 1.5299 -4.1462 -2.9456 -0.07 0.01 -0.30 0.071
H -1.4752 -4.5282 -2.4754 0.14 0.25 -0.06 0.411
H -0.2989 -4.4615 -1.1492 -0.02 -0.14 -0.27 0.161
H -0.2024 -5.7270 -2.3928 0.05 0.10 0.06 0.347
H 1.5349 -4.4180 -6.2081 -0.25 0.05 0.02 0.229
H 1.3372 -3.8754 -7.8553 -0.17 0.41 0.09 0.354
H -0.6651 -5.6092 -6.3477 0.05 0.09 -0.16 0.233
H 0.3376 -6.0641 -7.7219 0.17 0.20 -0.01 0.404
H -0.9755 -4.8916 -7.9340 0.16 -0.04 0.06 0.180
O -4.1163 2.9304 2.2915 -1.95 0.84 -4.21 -0.660
P -4.2648 4.4569 2.0799 3.74 1.60 8.80 1.117
O -2.6748 4.7604 2.4151 -0.02 -0.26 -0.81 -0.341
C -1.7211 4.4938 1.4040 0.66 0.05 -0.19 -0.050
C -1.8077 5.5081 0.2784 -0.03 0.10 -0.06 -0.928
O -4.9061 4.6881 3.6018 -0.91 0.23 -1.09 -0.348
C -5.7928 3.7115 4.1367 0.05 -0.45 0.37 -0.354
C -5.0509 2.8176 5.1178 0.05 -0.02 0.27 -1.068
O -4.4308 6.1626 1.8434 -1.15 -2.04 -3.13 -0.461
C -4.3750 7.1339 2.8855 -0.29 0.68 0.78 -0.202
C -3.0483 7.2327 3.6203 0.18 -0.50 0.15 -0.858
H -1.8485 3.4750 1.0226 0.07 0.02 0.04 0.218
H -0.7318 4.5518 1.8688 -0.22 -0.08 0.03 0.147
H -2.7623 5.4234 -0.2490 0.02 0.02 -0.08 0.333
H -1.0023 5.3551 -0.4439 -0.05 -0.05 0.05 0.246
H -1.7488 6.5286 0.6702 0.03 -0.16 -0.06 0.198
H -6.2611 3.1293 3.3372 0.18 0.01 0.14 0.333
H -6.6001 4.2357 4.6571 0.13 0.14 -0.07 0.335
H -4.0941 2.4711 4.7214 -0.19 0.00 -0.20 0.243
H -5.6541 1.9440 5.3812 0.03 0.09 0.02 0.363
H -4.8218 3.3717 6.0342 -0.10 -0.06 -0.08 0.307
H -5.2053 6.9964 3.5843 0.20 -0.15 -0.08 0.241
H -4.5531 8.0990 2.3987 -0.03 -0.28 -0.36 0.361
H -2.8771 6.3599 4.2574 -0.01 0.13 -0.14 0.223
H -3.0333 8.1139 4.2688 -0.22 0.04 -0.16 0.413
H -2.2105 7.3073 2.9210 -0.14 0.04 0.08 0.164

=====

90
Properties=species:S:1:pos:R:3:forces:R:3:mulliken_charge:R:1 method="wB97M-V/def2-TZVPD" homo_energy_ev=-10.845 relative_energy_kcal_mol=16.31 homo_lumo_gap_ev=10.9455 multiplicity=1 total_energy_ha=-1991.306122
C 4.8357 -0.3333 -1.8168 0.27 0.91 0.36 -0.438
C 4.9011 1.1216 -1.8634 0.08 3.31 -0.18 0.359
N 4.9967 2.2909 -1.8923 -0.32 -2.86 0.08 -0.541
H 4.3098 -0.5872 -0.8964 -0.10 -0.36 -0.20 -0.015
H 5.8862 -0.6048 -1.7130 -0.14 -0.65 -0.22 0.297
H 4.3482 -0.6867 -2.7254 0.16 -0.31 0.23 0.341
C -1.6757 -5.8351 -0.1077 -0.19 -0.12 -1.27 -0.906
C -1.6060 -4.5436 0.5402 0.44 -0.26 0.20 0.355
N -1.4998 -3.5369 1.0763 -0.12 0.28 0.03 -0.285
H -1.3605 -5.7342 -1.1462 0.13 0.35 -0.11 0.202
H -2.7198 -6.1321 -0.2065 0.09 -0.34 0.46 0.319
H -1.0034 -6.5994 0.2820 -0.38 0.14 0.54 0.283
C -0.1163 3.7604 -3.1261 -0.13 -0.36 1.17 -1.202
C -0.7813 2.9409 -2.0531 -1.51 -1.43 1.57 0.177
N -1.3161 2.3036 -1.2109 1.80 2.22 -2.84 -0.078
H 0.2747 4.6710 -2.6721 0.04 -0.02 0.16 0.409
H -0.8046 4.0883 -3.9050 -0.04 -0.46 0.03 0.381
H 0.7311 3.1901 -3.5066 -0.22 -0.02 -0.23 0.375
C 6.8802 3.0683 0.9507 0.16 0.30 0.74 -0.922
C 6.2269 1.7689 1.2171 -1.71 -2.47 -0.12 0.424
N 5.6463 0.7537 1.3869 2.00 3.24 -0.49 -0.398
H 6.4520 3.6678 0.1474 -0.26 -0.63 -0.21 0.286
H 7.9563 2.9943 0.7936 -0.10 -0.43 -0.18 0.317
H 6.7911 3.6936 1.8390 -0.15 -0.11 0.20 0.302
C 3.9652 -2.0747 2.8796 0.12 0.73 0.66 -0.362
C 3.3411 -2.5266 4.1531 -1.57 -1.73 2.01 0.303
N 2.8147 -2.8788 5.1532 1.81 1.28 -3.37 -0.461
H 3.8342 -2.5899 1.9280 -0.67 -0.64 0.54 0.100
H 5.0457 -2.0092 3.0069 -0.06 0.26 0.22 0.326
H 3.5532 -1.0780 2.7214 0.32 0.20 -0.12 0.086
C 0.2877 -3.2594 -4.1705 0.45 -0.95 0.13 -0.829
C -1.0167 -3.2505 -3.5502 -3.53 0.59 1.12 0.500
N -2.1122 -3.2902 -3.1193 3.11 0.15 -1.04 -0.547
H 0.3901 -4.3205 -4.3979 0.48 -0.04 -0.36 0.398
H 1.0810 -3.0500 -3.4528 -0.14 0.23 -0.01 0.175
H 0.3933 -2.6655 -5.0784 -0.30 0.09 0.24 0.328
C 1.9385 3.0727 0.1129 -0.19 -0.07 -0.29 0.331
C 1.8223 2.4909 1.4040 -0.98 -1.42 4.13 0.327
N 1.7019 2.0330 2.4748 0.31 0.88 -2.45 -0.588
H 0.9566 3.3791 -0.2480 0.08 0.10 0.13 -0.504
H 2.2700 2.2251 -0.4869 0.57 0.63 -0.65 -0.002
H 2.5957 3.9319 0.2467 0.25 -0.18 -0.78 0.427
C -1.0339 -1.3522 3.4741 0.61 -0.39 0.19 -1.198
C -1.6757 -0.3338 2.6345 0.71 -0.63 0.25 0.442
N -2.0970 0.4822 1.9473 -0.29 -0.02 -0.05 -0.102
H -0.1769 -0.9523 4.0162 -0.41 0.55 0.37 0.426
H -0.5309 -2.1550 2.9351 -0.52 0.14 -0.73 0.221
H -1.7265 -1.8596 4.1455 -0.07 0.37 0.06 0.338
C -2.4266 5.4933 -0.6779 0.43 -0.67 -0.40 0.124
C -2.1139 6.7790 -0.0721 0.09 0.77 0.45 0.170
N -1.8012 7.7955 0.3782 -0.35 -0.86 -0.45 -0.374
H -2.3152 5.5540 -1.7605 -0.21 0.22 -0.06 0.320
H -3.3984 5.0506 -0.4596 -0.09 0.51 0.18 0.322
H -1.6949 4.7389 -0.3887 0.07 0.18 0.30 -0.541
C -0.0787 -0.6976 -0.4354 0.14 -0.61 -0.20 0.813
C 1.1399 -1.4867 -0.2688 2.43 -0.32 -0.17 0.120
N 2.1497 -2.0681 -0.1802 -2.02 0.87 -0.06 -0.436
H -0.3282 -0.6422 -1.4950 -0.11 -0.35 -0.03 -0.220
H -0.0064 0.3466 -0.1316 0.14 -0.30 0.55 -0.076
H -0.8021 -1.2905 0.1244 -0.54 0.56 -0.11 -0.295
C -2.8996 -0.0640 -4.0688 0.30 -0.18 -0.04 -0.974
C -1.4754 0.2031 -3.9730 2.25 0.19 -0.17 0.494
N -0.3341 0.4345 -3.9817 -1.84 -0.38 0.13 -0.503
H -3.2805 -0.4141 -3.1094 -0.14 0.36 0.00 0.266
H -3.0490 -0.8850 -4.7699 -0.06 0.14 -0.11 0.358
H -3.3337 0.8639 -4.4413 -0.49 -0.23 0.20 0.370
C -1.8169 3.5267 2.5744 -0.44 0.45 0.68 0.171
C -1.2877 4.7997 3.0241 1.93 3.78 0.62 -0.013
N -0.8579 5.8457 3.3622 -1.34 -3.27 -0.96 -0.465
H -2.2442 3.6120 1.5752 0.30 -0.21 -0.01 -0.121
H -2.6496 3.3967 3.2656 -0.13 -0.78 -0.10 0.317
H -1.0631 2.7467 2.6819 -0.26 -0.01 -0.19 0.028
C 2.5024 -5.7185 0.1808 0.25 -0.31 0.62 -0.466
C 1.9578 -5.6327 -1.1308 -0.81 -0.01 -0.91 0.388
N 1.5474 -5.5812 -2.1993 -0.17 0.06 -0.26 -0.428
H 2.8334 -4.7126 0.4390 0.36 -0.24 0.31 -0.111
H 3.2696 -6.4896 0.1100 0.47 0.39 0.36 0.351
H 1.7868 -6.0871 0.9157 -0.18 0.23 -0.10 0.278
C -4.7949 -1.9054 2.3573 -0.34 0.22 -0.91 -0.012
C -5.6843 -2.0070 1.1860 0.33 -0.48 0.82 0.218
N -6.3746 -2.1923 0.2925 -0.28 0.18 -0.50 -0.477
H -5.0456 -2.6933 3.0676 0.05 0.18 0.02 0.366
H -4.9221 -0.9022 2.7640 0.17 -0.16 0.33 0.137
H -3.7838 -2.0311 1.9700 0.10 -0.02 0.29 -0.253
C -4.9293 1.3762 0.3409 -0.55 0.03 1.14 -0.014
C -5.1842 1.5251 1.7899 -0.53 0.92 3.53 0.348
N -5.4535 1.7045 2.9290 0.96 -0.74 -3.86 -0.573
H -4.0206 1.8964 0.0381 -0.03 -0.17 0.07 -0.173
H -5.8248 1.8196 -0.0946 0.16 -0.15 -0.53 0.406
H -4.8863 0.3038 0.1508 0.09 0.16 -0.39 -0.013